Record 1
Here is a 8-piece molecular cluster, H16O8 overall from the Open Molecules 2025 dataset. Energies are from ωB97M-V/def2-TZVPD.

```
! wB97M-V def2-TZVPD RIJCOSX def2/J DEFGRID3
* xyz 0 1
H 0.389 0.444 1.823
O 1.280 -3.146 0.512
O 2.080 -1.472 -2.421
H -3.222 0.226 0.848
H 0.737 -3.309 -0.259
H -4.543 0.964 0.794
O -4.011 0.405 1.360
H 0.715 -0.708 0.025
H 0.498 1.588 -1.385
O 0.364 0.763 2.725
O 0.161 2.337 -1.877
H -0.646 -0.092 -0.215
H -0.444 0.398 3.087
H -2.833 0.651 -1.400
H 2.106 -3.591 0.323
H -2.538 -0.833 -1.451
O -2.348 -0.040 -0.949
H 0.028 3.017 -1.217
O 0.226 0.109 0.124
H 1.243 -1.826 -2.120
H 2.240 1.520 1.548
O 3.130 1.869 1.506
H 3.037 2.793 1.741
H 2.353 -2.064 -3.122
*
```

The value obtained for the largest force on an atom is 0.9 eV/Å. As for the structure (SMILES): O.O.O.O.O.O.O.O. The calculation puts the electronic energy at -611.49580 Eh. Its relative energy (zero: lowest compared OMol25 entry of this formula, charge and spin) is 54.5 kcal per mole. The gap between HOMO and LUMO is 10.3 eV. As for the LUMO energy: -0.0154 Eh. The value obtained for the HOMO energy is -10.75 eV.

natural (NBO) atomic charge list, values in e, 5 entries: atom 1 (H): 0.4820, atom 2 (O): -0.9339, atom 3 (O): -0.9215, atom 4 (H): 0.4797, atom 5 (H): 0.4558

***

Record 2
Here is C6H8N3O2 as an isolated structure in a non-equilibrium geometry from the Open Molecules 2025 dataset. Energies are from ωB97M-V/def2-TZVPD.

```
! wB97M-V def2-TZVPD RIJCOSX def2/J DEFGRID3
* xyz 1 1
H 0.597 3.387 -0.230
H -0.885 -2.113 0.540
H -1.288 2.382 0.652
N -3.439 -0.163 -0.227
C -0.578 1.769 0.299
C 1.287 -0.008 -0.612
O -1.949 -0.042 0.843
C -0.840 0.357 0.273
N -4.323 -0.272 0.520
C -0.030 -1.956 -0.085
C 1.546 1.328 -0.618
H 0.887 -2.131 0.353
H -4.217 -0.213 1.493
N 0.092 -0.498 -0.088
O -3.156 -0.105 -1.307
C 0.601 2.269 -0.227
H 1.999 -0.718 -0.955
H 2.488 1.510 -0.992
H -0.143 -2.334 -1.161
*
```

The value obtained for the largest force on an atom is 4.8 eV/Å. The calculation puts the electronic energy at -547.76371 Eh. Its relative energy (zero: lowest compared OMol25 entry of this formula, charge and spin) is 65.0 kcal per mole. The gap between HOMO and LUMO is 8.5 eV. As for the LUMO energy: -0.1851 Eh. The value obtained for the HOMO energy is -13.51 eV.

natural (NBO) atomic charge list, values in e, 5 entries: atom 1 (H): 0.2631, atom 2 (H): 0.2450, atom 3 (H): 0.2316, atom 4 (N): 0.6303, atom 5 (C): -0.2263

***

Record 3
Here is a 11-piece molecular cluster, C42H112N6O20 overall in a non-equilibrium geometry from the Open Molecules 2025 dataset. Energies are from ωB97M-V/def2-TZVPD.

```
! wB97M-V def2-TZVPD RIJCOSX def2/J DEFGRID3
* xyz 0 1
C 8.960 -8.976 -22.123
O -3.001 -5.029 -30.769
C -8.379 -12.553 -25.548
H 2.896 -18.289 -18.318
H 8.592 -19.404 -25.717
O -2.663 -3.274 -28.866
H 3.138 -12.241 -19.633
H 4.951 -12.260 -35.945
O 2.706 -13.266 -17.804
H 9.908 -6.238 -23.144
C 12.188 -16.890 -21.380
O 4.719 -5.647 -29.162
H -7.312 -16.301 -17.339
H 8.018 -18.296 -21.239
H -10.909 -12.946 -27.598
C 1.926 -17.792 -18.324
H 8.792 -18.976 -22.559
H -0.779 -10.077 -24.496
H -6.039 -16.425 -18.542
C -6.379 -16.809 -17.580
O 4.521 -14.317 -34.505
H 8.299 -9.298 -21.319
N 9.551 -7.122 -23.475
C 3.408 -14.395 -18.287
H 7.973 -12.136 -35.207
H 0.995 -19.868 -21.657
O -4.608 -14.226 -17.035
H 6.299 -11.886 -36.923
C 8.836 -7.498 -22.289
C 8.715 -18.025 -22.033
C 1.811 -10.712 -25.302
H 9.608 -17.584 -24.525
H -5.422 -14.854 -15.392
H 5.312 -4.975 -28.818
H 13.125 -17.319 -21.737
C 1.606 -18.980 -21.823
H -5.614 -12.950 -25.268
H -5.427 -4.617 -23.338
H -2.606 -13.834 -17.450
H 2.351 -4.196 -22.745
C -2.407 -4.635 -28.608
H 4.724 -6.844 -30.786
H 6.384 -6.865 -32.439
H 7.265 -5.344 -30.185
H 2.810 -11.044 -25.019
H -0.357 -1.960 -22.346
C -7.454 -13.344 -24.549
H 7.075 -17.782 -23.343
H 3.891 -9.765 -36.461
H 3.906 -16.172 -17.497
H 0.615 -0.920 -21.473
C 4.894 -13.932 -33.157
H 9.726 -16.168 -21.646
H -2.716 -5.008 -31.685
H -3.254 -15.386 -18.069
H 5.129 -16.351 -34.580
C 9.317 -6.703 -21.035
C 7.763 -16.835 -25.420
H 1.968 -11.480 -18.714
H 5.221 -12.157 -32.037
C 6.974 -12.485 -34.946
H 5.687 -14.622 -32.872
H -3.647 -17.708 -27.405
H 0.285 -17.962 -19.775
H 9.040 -3.522 -20.096
C -3.494 -14.356 -17.808
H -3.717 -13.856 -18.751
H 9.999 -9.265 -21.962
C -10.298 -12.485 -26.822
C 7.920 -18.981 -26.463
C 9.202 -4.599 -20.039
H 0.780 -12.440 -24.500
H -5.996 -4.386 -21.651
O 1.532 -4.121 -22.250
H -3.297 -5.229 -28.400
H 4.464 -14.236 -18.071
C -5.247 -16.665 -16.488
H 7.835 -7.109 -22.475
C -1.950 -5.308 -29.881
H 7.057 -16.047 -25.160
H 0.817 -18.293 -22.127
H -4.141 -17.723 -28.989
H 2.342 -2.428 -22.505
O 11.144 -17.651 -21.769
H -8.057 -14.139 -24.110
H -6.878 -13.994 -27.210
O -9.227 -13.359 -26.458
O -5.133 -16.387 -27.808
H -4.572 -5.998 -20.988
C 8.795 -16.912 -24.251
H 3.433 -16.045 -33.941
H 6.132 -4.639 -31.233
H 9.255 -15.944 -24.053
H -1.028 -4.806 -30.177
H 4.588 -11.987 -33.660
C -5.080 -6.253 -21.918
H 9.031 -7.332 -20.191
C 2.930 -15.724 -17.684
O 7.038 -6.520 -31.827
H 2.320 -19.184 -22.621
H -11.045 -12.384 -26.034
O -0.259 -2.376 -20.354
H 5.884 -7.273 -29.567
H 9.718 -17.263 -20.264
H -6.579 -17.879 -17.639
C -5.134 -15.419 -26.705
H -1.776 -6.366 -29.685
C 5.333 -12.511 -33.062
C 6.489 -5.614 -30.901
C 5.439 -6.421 -30.080
H 0.670 -19.415 -19.098
H -1.698 -4.824 -27.802
H 0.737 -11.166 -26.816
C -3.945 -17.010 -28.188
O 8.883 -5.342 -21.213
C 0.404 -1.986 -21.566
C 2.821 -12.148 -18.594
H 8.533 -18.616 -27.287
O -7.215 -5.543 -22.803
C -4.710 -15.256 -16.112
H 3.863 -15.789 -35.643
H -3.114 -16.351 -28.442
H -7.306 -12.670 -23.705
H -4.244 -14.800 -26.812
H -6.008 -18.345 -15.555
C -6.423 -14.596 -26.423
H 10.402 -6.802 -21.025
H 4.402 -8.866 -35.120
H 12.060 -15.923 -21.867
C 0.695 -11.354 -24.525
O -0.560 -10.890 -24.957
O 7.072 -18.042 -25.772
H -3.196 -5.642 -22.441
H 7.004 -13.574 -34.956
H -9.998 -11.523 -27.238
H 12.283 -16.748 -20.303
H 4.037 -14.120 -32.511
H -7.744 -11.914 -26.161
H -4.413 -17.121 -17.023
O -3.888 -6.274 -22.652
C -5.907 -5.089 -22.480
H -8.974 -11.918 -24.892
O 1.680 -11.088 -26.654
H -4.928 -16.005 -25.809
H 0.875 -10.952 -23.527
H 8.641 -5.034 -19.212
H -7.263 -5.773 -23.733
H 2.573 -16.503 -19.624
H 8.539 -9.450 -23.010
H 7.290 -19.775 -26.864
C 4.339 -9.894 -35.475
C 5.945 -11.814 -35.895
N -6.203 -13.769 -25.228
C 1.670 -2.835 -21.750
H 1.803 -9.626 -25.207
H -5.610 -7.190 -21.743
H -3.772 -15.380 -15.570
C 9.846 -17.209 -21.345
O 2.108 -18.608 -20.538
N 7.894 -17.249 -23.090
N 6.640 -12.242 -33.506
H 3.510 -14.360 -19.371
O 5.640 -10.493 -35.496
N 2.171 -16.460 -18.699
H 0.311 -1.853 -19.785
H 10.414 -7.636 -23.373
H 10.267 -4.661 -19.815
H -3.287 -3.218 -29.594
H 2.282 -15.437 -16.856
H 8.281 -16.392 -26.270
H -7.286 -15.228 -26.217
H 3.729 -10.318 -34.678
C 4.229 -15.737 -34.617
H 6.742 -11.242 -33.409
H -5.990 -17.097 -14.533
H 1.436 -17.921 -17.359
H 3.542 -11.548 -18.038
C 1.170 -18.518 -19.464
H 2.085 -2.724 -20.748
N -5.504 -17.503 -15.320
*
```

The value obtained for the largest force on an atom is 4.0 eV/Å. As for the structure (SMILES): COC[C@H](C)N.COC[C@H](C)N.COCCNCCOC.COCCNCCOC.COCCNCCOC.COCCNCCOC.OCCO.OCCO.OCCO.OCCO.OCCO. The calculation puts the electronic energy at -3500.11868 Eh. The gap between HOMO and LUMO is 8.7 eV. As for the LUMO energy: 0.0049 Eh. The value obtained for the HOMO energy is -8.53 eV.

Löwdin atomic charge list, values in e, 5 entries: atom 1 (C): -0.0729, atom 2 (O): -0.0649, atom 3 (C): -0.1970, atom 4 (H): 0.1147, atom 5 (H): 0.0772

***

Record 4
Here is a 9-piece molecular cluster, C25H44Cl16FN2O4S overall in a non-equilibrium geometry from the Open Molecules 2025 dataset. Energies are from ωB97M-V/def2-TZVPD.

```
! wB97M-V def2-TZVPD RIJCOSX def2/J DEFGRID3
* xyz 1 1
H 6.257 6.352 6.978
C 1.495 2.773 4.300
H 0.925 2.898 5.225
H 5.150 8.547 6.296
Cl 4.295 6.873 4.896
C 2.099 3.899 0.573
Cl 2.640 4.135 4.214
H 1.478 0.628 4.491
O -0.762 1.046 -0.926
C -0.517 2.801 -3.666
H -2.616 -1.517 7.529
C 0.137 -3.909 -5.556
H 2.576 5.949 -3.159
C 2.380 -7.685 -6.462
H 1.481 -9.547 -7.140
H -0.762 -5.772 -6.233
H 3.601 7.927 6.892
H 0.918 5.927 -5.191
C 0.525 2.732 -2.360
N 2.428 5.097 1.436
C -0.294 4.086 -4.713
H 0.148 -5.893 -4.717
H -1.168 0.622 -3.998
Cl -4.807 -5.498 -0.838
Cl 0.216 -8.871 -5.263
C 1.758 5.119 -3.303
H -4.812 -5.187 1.504
H 2.771 4.829 2.387
H -3.317 0.560 3.010
H -6.304 -5.937 0.913
C -1.705 1.679 -3.939
H 3.361 -7.834 -6.924
O 2.352 0.193 -3.123
H -1.748 -0.257 2.899
C -6.288 -3.792 0.721
H -6.982 -3.705 -0.121
Cl -1.844 1.178 4.751
C 2.778 3.934 -0.927
Cl -4.910 -2.448 -4.620
Cl -1.856 -4.121 8.580
S 2.562 -0.067 -1.612
H -1.067 -0.897 6.933
Cl 2.975 1.067 2.741
H 3.115 5.745 0.991
H -2.380 1.915 -4.865
H 2.970 1.379 5.083
Cl -4.303 0.278 -2.649
H -2.927 -3.048 -3.524
H -2.777 -1.297 -1.819
H 3.391 4.948 -1.032
Cl -2.647 3.261 2.161
C -3.418 -2.090 -3.716
C -0.524 -5.254 -5.299
C -3.699 -1.380 -2.402
H -0.618 -2.169 8.976
H -1.009 4.123 -5.668
Cl -2.027 -5.095 -4.357
Cl -5.142 -2.431 0.635
Cl -0.809 -2.897 -6.675
H 0.281 -3.347 -4.628
O 1.613 0.897 -0.574
N 0.783 5.136 -4.499
H -0.680 1.953 2.201
C 1.676 3.906 -2.162
H 1.118 -4.059 -6.017
C -0.884 -2.718 8.068
Cl -1.923 -2.572 5.532
H -6.858 -3.668 1.646
H 0.913 3.901 0.445
C 0.470 1.511 -1.266
H -4.434 -1.923 -1.799
C 2.202 1.427 4.305
C -2.234 0.707 3.078
C -1.743 1.729 2.065
C 5.334 6.726 7.431
H 2.523 -7.122 -5.535
H -2.367 1.644 -2.962
O 4.064 0.284 -1.276
Cl 4.362 5.324 7.943
C 1.719 -9.029 -6.205
H 2.369 2.859 1.061
H -2.764 -1.497 -4.363
C -1.645 -1.808 7.118
F 2.414 -1.761 -1.363
C -5.581 -5.138 0.726
H 5.599 7.275 8.339
H 2.391 -9.668 -5.624
H 3.576 3.054 -1.025
H -1.881 1.343 1.050
H 0.040 -3.093 7.615
H 0.801 2.860 3.458
C 4.573 7.637 6.481
Cl 1.433 -6.672 -7.582
*
```

The value obtained for the largest force on an atom is 9.6 eV/Å. The calculation puts the electronic energy at -9249.89838 Eh. The gap between HOMO and LUMO is 5.6 eV. As for the LUMO energy: -0.2107 Eh. The value obtained for the HOMO energy is -11.37 eV.

Löwdin atomic charge list, values in e, 5 entries: atom 1 (H): 0.0711, atom 2 (C): -0.6144, atom 3 (H): 0.0743, atom 4 (H): 0.0742, atom 5 (Cl): 0.5177

***

Record 5
Here is an isolated molecule of C10H16NPS in a non-equilibrium geometry from the Open Molecules 2025 dataset. Energies are from ωB97M-V/def2-TZVPD.

```
! wB97M-V def2-TZVPD RIJCOSX def2/J DEFGRID3
* xyz 0 1
C 1.194 -2.480 -0.263
C -2.405 0.957 0.391
P 1.012 0.408 -0.857
C -1.165 0.264 0.794
H 4.050 2.125 0.693
H -0.790 3.948 -1.644
H -2.718 1.654 1.277
C 0.276 2.004 -1.521
H -0.014 0.292 2.652
C 1.983 0.897 0.605
H 1.694 -2.265 0.693
H 0.909 -3.503 -0.403
C -0.139 3.143 -1.499
H -0.969 -2.327 -0.003
H 0.236 -1.266 -2.651
C -0.469 -1.819 -2.091
H -3.236 0.147 0.261
H -1.262 1.482 2.633
H -0.309 -2.830 -2.474
S 2.967 0.248 2.283
C -0.504 0.967 1.975
H 1.855 -2.201 -1.117
H -1.565 -0.626 1.290
C 3.276 1.319 0.872
C -0.182 -1.803 -0.553
H -2.256 1.520 -0.481
H -1.489 -1.573 -2.294
N -0.377 -0.304 -0.301
H 0.401 1.622 1.732
*
```

The value obtained for the largest force on an atom is 6.3 eV/Å. As for the structure (SMILES): C#CP(C1=CS1)N(C(C)C)C(C)C. The calculation puts the electronic energy at -1184.67459 Eh. Its relative energy (zero: lowest compared OMol25 entry of this formula, charge and spin) is 185.9 kcal per mole. The gap between HOMO and LUMO is 7.4 eV. As for the LUMO energy: -0.0080 Eh. The value obtained for the HOMO energy is -7.58 eV.

natural (NBO) atomic charge list, values in e, 5 entries: atom 1 (C): -0.6515, atom 2 (C): -0.5946, atom 3 (P): 1.0833, atom 4 (C): -0.0700, atom 5 (H): 0.2565

***

Record 6
Here is an isolated molecule of C22H47O2P in a non-equilibrium geometry from the Open Molecules 2025 dataset. Energies are from ωB97M-V/def2-TZVPD.

```
! wB97M-V def2-TZVPD RIJCOSX def2/J DEFGRID3
* xyz 0 1
H -2.635 -0.678 0.041
H -2.340 1.521 -0.618
H -0.034 -10.211 -4.082
H -2.976 -9.655 -2.407
C 2.747 7.290 6.583
H -3.066 0.881 -2.121
H 3.547 5.977 2.339
C 1.618 6.879 5.577
C 1.670 5.107 1.588
H 4.701 6.251 5.646
C -2.893 -1.674 -1.876
H 2.278 7.995 7.314
H -3.740 -11.131 -3.111
C -0.904 1.248 -2.284
C 2.613 4.977 4.029
H -1.458 -3.167 -2.703
H -3.857 -9.509 -3.985
O -2.054 -10.531 -4.097
C -2.295 -5.628 -1.888
H -0.879 -9.485 -2.690
C 0.582 3.471 -0.780
C -2.168 0.815 -1.459
H 1.503 4.025 1.779
C -3.224 -10.175 -3.358
H 0.571 5.022 4.951
H -3.927 -1.835 -1.506
C -2.431 -6.515 -3.189
H -0.113 -8.228 -5.162
H 2.792 3.232 -0.402
C -0.960 -9.667 -3.786
H 1.650 7.597 4.734
H 0.044 3.545 0.191
H -0.628 0.410 -2.961
C 2.263 5.282 0.146
H -3.841 -4.267 -1.076
C 2.052 3.999 -0.733
C 2.502 5.825 2.710
H -2.819 -5.850 -3.987
H 3.366 5.440 0.219
H 5.561 7.385 6.728
H -1.589 -3.181 -0.916
H -3.724 -4.285 -2.917
C 1.610 5.370 5.162
C -2.105 -0.665 -0.943
C -2.174 -3.070 -1.859
C -0.995 -7.066 -3.553
H -2.529 -6.187 -0.955
H -2.888 -1.278 -2.917
H -0.434 -6.211 -3.985
H 1.714 1.495 -2.094
H 3.677 4.960 4.342
H -1.229 -5.292 -1.857
H 1.920 4.791 6.070
C -3.161 -4.292 -1.958
H -1.072 -1.031 -0.755
H 2.332 4.274 -1.779
H 5.516 7.683 4.897
P 0.585 1.630 -1.213
H 1.846 6.159 -0.393
H -0.491 -7.408 -2.622
H 2.366 3.923 3.744
H -3.138 -7.351 -2.998
H 2.078 6.839 2.844
H 0.661 5.592 1.577
C 4.963 7.322 5.785
H -1.187 2.140 -2.898
O 3.754 8.078 5.917
H 0.007 4.085 -1.511
H -1.903 -8.227 -5.250
H 0.647 7.066 6.100
C -1.047 -8.284 -4.549
H 3.174 6.452 7.173
*
```

The value obtained for the largest force on an atom is 1.7 eV/Å. As for the structure (SMILES): COCCCCCCCCCCCPCCCCCCCCCOC. The calculation puts the electronic energy at -1358.14495 Eh. Its relative energy (zero: lowest compared OMol25 entry of this formula, charge and spin) is 40.1 kcal per mole. The gap between HOMO and LUMO is 9.3 eV. As for the LUMO energy: 0.0382 Eh. The value obtained for the HOMO energy is -8.27 eV.

Löwdin atomic charge list, values in e, 5 entries: atom 1 (H): 0.1077, atom 2 (H): 0.0950, atom 3 (H): 0.1212, atom 4 (H): 0.0837, atom 5 (C): -0.2216